DFT (ωB97M-V/def2-TZVPD) results for a cluster of 7 separate species, C42H81F9N3O24PS7 in total.

**E_HOMO**: -8.96 eV
**Orbital gap**: 8.7 eV
**Max |F|**: 0.053 hartree/bohr
**Total energy**: -7646.36583 Ha
**Total charge**: 0

Last column: Löwdin charge in e.
Cartesian coordinates (Å):
C1 -8.491 1.496 -1.683  -0.1137
N1 -7.274 1.410 -0.840  -0.0872
C2 -7.360 2.394 0.247  -0.1821
C3 -6.006 2.998 0.645  -0.0727
C4 -5.339 3.784 -0.319  -0.0727
C5 -5.860 3.991 -1.737  -0.0964
C6 -5.345 2.894 -2.721  -0.1735
C7 -4.818 3.438 -4.059  -0.1928
C8 -3.418 4.084 -3.970  -0.2146
C9 -2.525 3.812 -5.200  -0.2035
C10 -1.535 4.978 -5.368  -0.2051
C11 -0.529 4.785 -6.525  -0.1573
C12 0.879 5.258 -6.132  -0.1790
O1 1.632 4.103 -5.710  -0.0348
C13 2.933 4.433 -5.421  -0.5250
C14 3.954 3.593 -6.160  0.0318
O2 3.213 5.316 -4.668  0.1245
C15 -4.168 4.418 0.072  -0.0185
C16 -3.666 4.244 1.370  -0.0594
C17 -4.264 3.425 2.316  -0.1357
P1 -3.440 3.285 3.947  0.5594
N2 -1.901 3.437 3.796  -0.1265
O3 -3.769 1.881 4.702  -0.1718
O4 -4.063 4.496 4.845  -0.1285
C18 -5.481 2.794 1.929  -0.1254
C19 -6.246 1.894 2.905  -0.1030
C20 -6.457 0.437 2.450  -0.0378
C21 -5.366 -0.577 2.846  -0.4553
F1 -5.040 -0.369 4.131  0.1236
F2 -5.934 -1.807 2.785  0.0847
C22 -4.134 -0.530 1.925  -0.4378
F3 -4.540 -0.414 0.661  0.1419
F4 -3.420 0.554 2.175  0.1569
S1 -2.995 -2.050 2.016  0.7850
F5 -4.091 -2.973 1.349  -0.1149
F6 -2.421 -1.728 0.562  -0.1272
F7 -1.814 -1.175 2.628  -0.1457
F8 -3.477 -2.419 3.475  -0.1331
F9 -2.027 -3.304 2.069  -0.1197
C23 -2.443 5.154 1.412  -0.3864
O5 -1.958 5.808 2.274  0.1338
N3 -2.013 5.247 0.034  0.1822
C24 -3.246 5.351 -0.672  -0.3852
O6 -3.481 6.089 -1.580  0.1263
H1 -9.389 1.428 -1.055  0.0818
H2 -8.482 0.713 -2.436  0.0825
H3 -8.546 2.471 -2.165  0.0712
H4 -7.364 0.502 -0.397  0.0876
H5 -7.982 3.238 -0.059  0.1234
H6 -7.839 1.997 1.141  0.0981
H7 -6.948 3.987 -1.703  0.0919
H8 -5.556 4.983 -2.067  0.1106
H9 -4.568 2.314 -2.223  0.1158
H10 -6.156 2.210 -2.950  0.0806
H11 -5.505 4.189 -4.454  0.1141
H12 -4.768 2.607 -4.766  0.1052
H13 -2.888 3.755 -3.076  0.1088
H14 -3.552 5.163 -3.915  0.0932
H15 -1.971 2.881 -5.082  0.1163
H16 -3.168 3.798 -6.084  0.1128
H17 -2.121 5.879 -5.555  0.1126
H18 -0.987 5.132 -4.436  0.1137
H19 -0.816 5.413 -7.371  0.1082
H20 -0.482 3.754 -6.869  0.1128
H21 0.837 5.953 -5.293  0.1167
H22 1.376 5.760 -6.966  0.1272
H23 4.461 4.252 -6.861  0.0946
H24 3.449 2.801 -6.707  0.0834
H25 4.648 3.150 -5.454  0.0715
H26 -1.453 2.606 4.169  -0.0065
H27 -4.452 2.026 5.372  0.0795
H28 -4.708 4.971 4.301  0.0761
H29 -5.827 1.964 3.897  0.0851
H30 -7.243 2.339 2.970  0.1229
H31 -7.338 0.056 2.971  0.1429
H32 -6.661 0.341 1.393  0.0935
H33 -1.540 6.149 -0.053  0.1555
C25 0.858 -1.960 0.836  -0.0687
C26 2.273 -1.425 0.917  -0.2349
O7 3.167 -2.086 -0.004  -0.2615
S2 3.045 -1.748 -1.551  0.5718
C27 4.540 -2.531 -2.059  -0.1218
O8 3.154 -0.330 -1.727  -0.2734
O9 1.945 -2.473 -2.107  -0.2692
H34 0.403 -1.730 -0.127  0.0766
H35 0.242 -1.517 1.612  0.0602
H36 0.852 -3.045 0.947  0.0742
H37 2.300 -0.347 0.749  0.1190
H38 2.691 -1.608 1.905  0.1227
H39 5.382 -2.008 -1.616  0.0708
H40 4.581 -2.473 -3.143  0.0674
H41 4.519 -3.570 -1.742  0.0804
C28 -1.974 -1.734 5.895  -0.0707
C29 -3.136 -2.261 6.712  -0.2473
O10 -2.731 -3.214 7.716  -0.2609
S3 -2.002 -2.653 9.019  0.5707
C30 -2.084 -4.130 9.973  -0.1224
O11 -2.832 -1.648 9.610  -0.2744
O12 -0.634 -2.374 8.710  -0.2730
H42 -1.297 -1.137 6.506  0.0791
H43 -2.337 -1.104 5.089  0.0504
H44 -1.395 -2.557 5.474  0.0900
H45 -3.694 -1.449 7.181  0.1163
H46 -3.829 -2.801 6.068  0.1133
H47 -3.125 -4.359 10.183  0.0741
H48 -1.541 -3.942 10.896  0.0769
H49 -1.609 -4.933 9.415  0.0748
C31 1.015 -6.244 2.178  -0.0657
C32 2.095 -5.315 2.698  -0.2559
O13 3.107 -6.008 3.457  -0.2617
S4 4.169 -6.882 2.651  0.5694
C33 5.288 -7.153 3.983  -0.1215
O14 4.787 -6.054 1.660  -0.2758
O15 3.572 -8.128 2.283  -0.2737
H50 1.410 -6.941 1.441  0.0731
H51 0.220 -5.665 1.705  0.0725
H52 0.591 -6.832 2.992  0.0861
H53 2.564 -4.756 1.885  0.1056
H54 1.655 -4.593 3.383  0.1216
H55 5.720 -6.202 4.282  0.0750
H56 6.061 -7.824 3.616  0.0768
H57 4.748 -7.616 4.804  0.0752
C34 10.271 0.037 -4.657  -0.0818
C35 9.127 -0.692 -5.334  -0.2435
O16 7.898 -0.633 -4.577  -0.2629
S5 7.093 0.742 -4.579  0.5689
C36 5.611 0.135 -3.851  -0.1280
O17 6.848 1.129 -5.937  -0.2816
O18 7.718 1.656 -3.672  -0.2698
H58 10.086 1.109 -4.610  0.0616
H59 11.197 -0.121 -5.205  0.0717
H60 10.401 -0.316 -3.635  0.0919
H61 8.951 -0.312 -6.343  0.1136
H62 9.361 -1.751 -5.423  0.1212
H63 5.150 -0.578 -4.529  0.0788
H64 4.951 0.985 -3.694  0.0777
H65 5.852 -0.322 -2.900  0.0501
C37 -7.265 -8.482 4.867  -0.0736
C38 -7.712 -7.203 5.549  -0.2518
O19 -7.336 -6.019 4.814  -0.2653
S6 -8.161 -5.668 3.496  0.5751
C39 -7.529 -4.040 3.269  -0.1352
O20 -9.552 -5.606 3.828  -0.2742
O21 -7.708 -6.496 2.422  -0.2713
H66 -7.786 -8.632 3.923  0.0707
H67 -7.473 -9.338 5.509  0.0814
H68 -6.198 -8.448 4.652  0.0848
H69 -8.789 -7.198 5.724  0.1149
H70 -7.224 -7.107 6.516  0.1201
H71 -7.849 -3.420 4.102  0.0770
H72 -7.938 -3.666 2.334  0.0794
H73 -6.448 -4.092 3.210  0.0620
C40 16.375 3.093 -4.454  -0.0740
C41 15.075 3.492 -3.783  -0.2511
O22 14.025 3.779 -4.729  -0.2618
S7 13.329 2.550 -5.465  0.5716
C42 11.975 3.438 -6.155  -0.1165
O23 12.847 1.633 -4.476  -0.2809
O24 14.174 2.090 -6.524  -0.2736
H74 16.279 2.141 -4.974  0.0701
H75 17.165 2.994 -3.708  0.0810
H76 16.672 3.840 -5.190  0.0846
H77 14.737 2.728 -3.081  0.1145
H78 15.214 4.413 -3.221  0.1212
H79 11.347 3.809 -5.349  0.0788
H80 11.420 2.740 -6.779  0.0763
H81 12.364 4.253 -6.759  0.0751

Forces on atoms 1 to 2 (eV/Å):
0.18 0.25 0.57
-0.95 0.02 0.10